Entry 1:
C4H7FS3 | ωB97M-V/def2-TZVPD

Structure (XYZ):
```
15
Properties=species:S:1:pos:R:3:forces:R:3:lowdin_charge:R:1
F -0.0943 1.7116 -0.1683 0.6 0.2 0.2 -0.0760
C 1.1984 1.5240 0.3205 0.8 -0.2 -1.0 -0.2503
C 1.7363 0.1077 0.0683 -0.3 0.1 -0.1 -1.1131
S 3.3292 -0.1588 -0.1841 -0.5 0.2 0.1 0.6498
S 0.6473 -1.2491 0.0683 0.7 -0.1 -0.3 0.9337
C -0.9791 -0.6637 0.5480 0.1 -0.3 0.0 -0.5920
C -1.9549 -0.4843 -0.5987 0.9 -0.3 -1.2 -0.6549
S -3.5281 0.2196 -0.0463 0.0 -0.6 0.4 0.6975
H 1.2559 1.7459 1.3745 -0.4 0.0 0.5 0.1180
H 1.8789 2.2282 -0.1907 -0.4 -0.3 0.1 0.1144
H -0.8112 0.1593 1.2035 -0.4 0.8 0.2 0.0605
H -1.3420 -1.4601 1.1619 -0.3 -0.6 0.6 0.0579
H -1.5050 0.2554 -1.3290 -0.8 -1.0 0.6 0.0796
H -2.0582 -1.5224 -1.0833 -0.1 1.7 0.4 0.0997
H -3.7478 -0.7003 0.9436 0.0 0.5 -0.5 -0.1249
```
Positions in Å, forces in eV/Å.

## Properties
Largest force on an atom: 1.77 eV/Å
Kohn-Sham gap: 0.3148 hartree
SMILES: FCC(=S)SCCS
Energy relative to the best compared isomer or geometry (same formula, charge and spin): 5.4 kcal/mol

Entry 2:
C4H7FeO3 | ωB97M-V/def2-TZVPD

Structure (XYZ):
```
15
Properties=species:S:1:pos:R:3:forces:R:3:lowdin_charge:R:1
H -2.2363 -0.0589 -1.7498 -0.1 0.4 0.2 0.0373
O -0.3372 -0.3381 1.0629 -0.5 -0.2 -0.1 0.1015
C 0.6758 -0.0760 0.2673 0.7 0.9 1.5 -0.5660
O 0.6947 -0.2699 -0.9409 -0.1 -0.1 -1.0 -0.1046
O 1.6428 0.4702 0.9463 -0.9 -0.5 -0.1 0.0697
C 2.7828 0.9548 0.2256 0.7 0.2 -0.5 0.0158
H 3.2582 0.1316 -0.3196 -0.1 0.2 0.1 0.1126
H 2.4754 1.7458 -0.4678 0.1 -0.2 0.2 0.1129
H 3.4582 1.3533 0.9863 -0.2 -0.1 -0.2 0.1149
C -1.4981 -0.9301 0.5342 -0.1 0.0 0.2 -0.1915
H -1.4598 -2.0198 0.5131 0.0 0.3 -0.1 0.1382
C -2.6059 -0.1772 0.3412 0.4 -0.6 0.5 0.0634
H -2.6292 0.8612 0.6809 0.1 -0.2 -0.5 0.1092
H -3.5496 -0.6993 0.1757 0.3 0.3 -0.3 0.0969
Fe -0.6718 -0.9476 -2.2553 -0.1 -0.3 0.1 0.8898
```
Positions in Å, forces in eV/Å.

## Properties
Largest force on an atom: 1.89 eV/Å
2S+1: 7
Kohn-Sham gap (spin up / spin down): 0.2656 / 0.3044 hartree
Energy relative to the best compared isomer or geometry (same formula, charge and spin): 20.1 kcal/mol
Total charge: +1

Entry 3:
C4H7FeO3 | ωB97M-V/def2-TZVPD

Structure (XYZ):
```
15
Properties=species:S:1:pos:R:3:forces:R:3:lowdin_charge:R:1
H 2.6550 0.3256 -0.9866 -0.6 -3.2 0.0 0.1374
O 0.1206 -0.9386 0.3283 1.3 0.0 0.3 0.0869
C -0.6820 0.0866 0.3872 -1.8 -1.0 -0.7 -0.5770
O -0.3361 1.2578 0.5362 0.7 0.9 0.2 -0.0700
O -1.9189 -0.2869 0.1855 1.3 -0.2 0.2 0.0628
C -2.8903 0.7248 -0.0946 -0.7 0.7 0.1 0.0103
H -2.9263 1.4491 0.7274 0.0 -0.2 -0.2 0.1100
H -2.6444 1.2317 -1.0346 0.0 -0.2 0.2 0.1140
H -3.8439 0.1983 -0.1813 0.3 0.1 0.0 0.1145
C 1.5393 -0.7105 0.5141 -1.4 -1.6 0.7 -0.2456
H 1.8662 -1.0271 1.5089 -0.2 0.3 -0.1 0.1365
C 2.3255 -1.0202 -0.6503 1.1 2.9 -0.5 -0.0442
H 1.8130 -1.5758 -1.4484 0.1 0.7 0.1 0.1072
H 3.2930 -1.4711 -0.4016 -0.2 0.4 -0.1 0.0946
Fe 1.6292 1.7564 0.6099 0.0 0.3 -0.1 0.9626
```
Positions in Å, forces in eV/Å.

## Properties
Largest force on an atom: 3.27 eV/Å
2S+1: 7
Kohn-Sham gap (spin up / spin down): 0.2979 / 0.3405 hartree
Energy relative to the best compared isomer or geometry (same formula, charge and spin): 0.0 kcal/mol
Total charge: +1